The following is a DFT calculation (ωB97M-V/def2-TZVPD) of the molecule C4H10N2O in a non-equilibrium geometry.

* HOMO energy: -9.36 eV
* SMILES: CC[C@@H](N)C(N)=O
* ΔE to the lowest compared entry with this formula, charge and spin: 19.5 kcal/mol
* frontier orbital gap: 10.18 eV
* electronic energy: -9338.141 eV

XYZ file:
```
17
C4H10N2O, DFT ωB97M-V/def2-TZVPD
C 2.21 -0.06 -0.61
C 1.01 -0.37 0.28
C -0.34 -0.02 -0.35
N -0.77 -0.87 -1.44
C -1.39 0.05 0.78
N -1.84 1.33 1.15
O -1.98 -0.95 1.13
H 3.15 -0.23 -0.09
H 2.10 0.91 -1.08
H 2.18 -0.78 -1.42
H 1.07 -1.36 0.74
H 1.10 0.34 1.13
H -0.24 1.03 -0.64
H -1.55 -0.42 -1.92
H -1.10 -1.72 -1.00
H -1.04 1.87 1.49
H -2.56 1.27 1.86
```